<A>
# C3H3NO2S

One molecule with the formula C3H3NO2S (wB97M-V/def2-TZVPD, the Open Molecules 2025 dataset).

```
10
C3H3NO2S (wB97M-V/def2-TZVPD)
S 3.04289 -0.06223 -0.07225
C 1.50692 -0.18487 0.43483
C 0.34247 -0.14035 -0.48639
O -0.45573 0.97355 -0.27816
C -1.65916 0.55612 0.15104
N -1.79391 -0.71914 0.12639
O -0.57194 -1.25315 -0.22806
H 1.32551 -0.26990 1.53234
H 0.69230 -0.17531 -1.56570
H -2.42935 1.27527 0.38596
```

SMILES = S=C[C@@H]1OC=NO1
HOMO-LUMO gap = 0.305 Ha

Partial charges, Mulliken, in e: S -0.189; C -0.380; C 0.389; O -0.293; C 0.030; N -0.291; O -0.179; H 0.274; H 0.254; H 0.384



<B>
# C3H3NO2S

One molecule with the formula C3H3NO2S (wB97M-V/def2-TZVPD, the Open Molecules 2025 dataset).

```
10
C3H3NO2S (wB97M-V/def2-TZVPD)
C 0.94664 0.67124 -0.73298
C -0.16083 -1.52640 -0.61817
C -0.01853 1.46176 0.02355
N 0.30843 -0.68935 1.89458
O -0.79827 -2.30495 -1.27756
O 0.59082 -0.55742 -1.02967
S 0.03233 -1.95971 1.22621
H -0.35302 0.88538 0.92054
H -0.97093 1.55091 -0.64310
H 0.42334 2.46854 0.23660
```

HOMO-LUMO gap = 0.256 Ha

Partial charges, Mulliken, in e: C -0.051; C 0.487; C -0.634; N -0.362; O -0.453; O -0.128; S 0.283; H 0.315; H 0.300; H 0.245



Of them, <A> has the highest stability.



<A>
# C3H10NOS2

A 2-piece molecular cluster, C3H10NOS2 overall (wB97M-V/def2-TZVPD, the Open Molecules 2025 dataset).

```
17
C3H10NOS2 (wB97M-V/def2-TZVPD)
C -0.30358 0.88791 1.80698
N 1.04294 0.32101 1.64545
C 1.00418 -1.11217 1.43485
O 0.21584 -1.56269 0.43410
H -1.03070 0.40729 1.15685
H -0.27762 1.94786 1.57747
H -0.62172 0.78816 2.84560
H 1.46870 0.73210 0.82246
H 0.69908 -1.58692 2.38063
H 2.03301 -1.45736 1.25007
C 0.23112 -0.44083 -2.52091
S -1.55573 -0.33840 -2.47440
S -1.70558 1.55831 -1.60175
H 0.67678 0.21880 -3.25830
H 0.45076 -1.47732 -2.78055
H 0.63978 -0.26161 -1.53328
H -2.96727 1.37585 -1.18529
```

2S+1 = 2
HOMO-LUMO gap (alpha / beta) = 0.319 / 0.239 Ha

Partial charges, Mulliken, in e: C -0.760; N -0.399; C -0.365; O -0.277; H 0.297; H 0.325; H 0.284; H 0.292; H 0.330; H 0.317; C -0.579; S -0.017; S -0.258; H 0.377; H 0.290; H -0.021; H 0.163



<B>
# C3H10NOS2

One molecule with the formula C3H10NOS2 (wB97M-V/def2-TZVPD, the Open Molecules 2025 dataset).

```
17
C3H10NOS2 (wB97M-V/def2-TZVPD)
N -1.21895 0.11848 0.14925
C 0.25921 0.15228 0.33892
C 0.68877 1.60934 0.55456
O -0.45417 2.29711 1.24585
C 0.94621 -0.49532 -0.83147
S 1.06918 -2.29182 -0.70132
S -0.83474 -3.27113 -0.68099
H -1.55363 0.13982 -0.81751
H -1.64761 0.92796 0.62202
H -1.61142 -0.75783 0.49798
H 0.46754 -0.45907 1.22307
H 0.55878 2.11084 -0.40346
H 1.62417 1.90445 1.01419
H -0.20754 2.63346 2.11193
H 0.70697 -0.12875 -1.84032
H 2.03973 -0.28280 -0.82382
H -0.83251 -4.20702 -1.65888
```

2S+1 = 2
HOMO-LUMO gap (alpha / beta) = 0.119 / 0.246 Ha

Partial charges, Mulliken, in e: N -0.224; C 0.039; C -0.607; O -0.600; C -0.882; S -0.254; S -0.526; H 0.348; H 0.367; H 0.307; H 0.255; H 0.272; H 0.463; H 0.308; H 0.400; H 0.252; H 0.083



Of them, <A> has the highest stability.



<A>
# C3H7N3

A 2-piece molecular cluster, C3H7N3 overall (wB97M-V/def2-TZVPD, the Open Molecules 2025 dataset).

```
13
C3H7N3 (wB97M-V/def2-TZVPD)
C -1.64929 -0.80222 0.59124
C -0.43319 -0.21240 -0.10380
N -0.28905 -0.21211 -1.41964
H -1.12710 -0.58678 -1.86726
H 0.08589 1.14210 0.57690
H -1.75304 -1.84786 0.29340
H -1.56058 -0.77217 1.67860
H -2.54197 -0.25057 0.28973
N 2.27939 1.03549 -0.16438
C 1.38247 0.43922 0.61373
N 0.78373 -0.66787 0.60499
H 2.57007 1.97687 0.05100
H 2.25267 0.75830 -1.14450
```

HOMO-LUMO gap (alpha / beta) = 0.298 / 0.298 Ha

Partial charges, Mulliken, in e: C -1.235; C 0.507; N -0.605; H 0.238; H 0.095; H 0.337; H 0.338; H 0.354; N -0.467; C 0.322; N -0.428; H 0.254; H 0.289



<B>
# C3H7N3

One molecule with the formula C3H7N3 (wB97M-V/def2-TZVPD, the Open Molecules 2025 dataset).

```
13
C3H7N3 (wB97M-V/def2-TZVPD)
C 1.06025 0.24712 -1.58331
N -0.10302 0.48321 -0.76387
C -0.08705 -0.03357 0.61794
N -0.50376 0.98978 1.58101
C -0.97932 -1.42766 0.70093
N -1.64514 -2.36284 0.75630
H 1.21397 -0.63007 -2.15745
H 1.18013 1.15654 -2.15489
H 1.87568 0.24198 -0.74378
H -0.96133 -0.03322 -1.14182
H 0.97832 -0.31702 1.02867
H -1.42771 1.21311 1.40843
H -0.60102 0.47263 2.45182
```

SMILES = CN[C@@H](N)C#N
HOMO-LUMO gap = 0.399 Ha

Partial charges, Mulliken, in e: C -0.738; N -0.392; C 0.165; N -0.627; C 0.107; N -0.392; H 0.275; H 0.287; H 0.297; H 0.305; H 0.200; H 0.237; H 0.276



<C>
# C3H7N3

One molecule with the formula C3H7N3 (wB97M-V/def2-TZVPD, the Open Molecules 2025 dataset).

```
13
C3H7N3 (wB97M-V/def2-TZVPD)
N 2.42645 1.76863 0.02051
C 1.66168 0.91077 0.14551
C 0.60983 -0.10983 0.29561
N 1.10727 -1.38940 -0.21000
C -0.65041 0.36624 -0.48443
N -1.81638 0.46426 0.38477
H 0.32628 -0.11921 1.35953
H 0.40184 -2.10154 -0.04167
H 1.93641 -1.67166 0.30718
H -0.44379 1.36098 -0.89093
H -0.76894 -0.30500 -1.34798
H -2.42375 1.21396 0.07567
H -2.36648 -0.38821 0.38624
```

SMILES = N#C[C@H](N)CN
HOMO-LUMO gap = 0.396 Ha

Partial charges, Mulliken, in e: N -0.440; C 0.022; C 0.577; N -0.739; C -0.688; N -0.600; H 0.196; H 0.237; H 0.260; H 0.394; H 0.341; H 0.230; H 0.209



Of them, <C> has the highest stability.



<A>
# C3H7N3

A 2-piece molecular cluster, C3H7N3 overall (wB97M-V/def2-TZVPD, the Open Molecules 2025 dataset).

```
13
C3H7N3 (wB97M-V/def2-TZVPD)
C -0.13298 1.95650 0.29636
C 1.35121 -0.21174 0.87226
C -0.62481 0.85867 -0.40101
N 0.19116 2.89538 0.90018
N -0.34595 0.64217 -1.71565
N -1.61689 0.03710 0.16350
H 1.32570 -0.89649 -0.03966
H 1.91099 0.67323 0.89480
H 0.64289 -0.42381 1.60012
H 0.11709 1.44909 -2.15980
H -0.26052 -0.24094 -2.16057
H -1.71219 -0.87317 -0.02813
H -2.23539 0.41762 0.92244
```

HOMO-LUMO gap (alpha / beta) = 0.312 / 0.273 Ha

Partial charges, Mulliken, in e: C 0.230; C -0.937; C 0.269; N -0.457; N -0.427; N -0.409; H 0.215; H 0.376; H 0.340; H 0.223; H 0.204; H 0.153; H 0.220



<B>
# C3H7N3

One molecule with the formula C3H7N3 (wB97M-V/def2-TZVPD, the Open Molecules 2025 dataset).

```
13
C3H7N3 (wB97M-V/def2-TZVPD)
H 1.67237 1.78726 0.44619
N 0.76630 1.45793 0.02951
C 0.71308 0.22367 -0.32376
N 1.80918 -0.60770 -0.18601
C -0.66646 -0.33205 -0.71387
C -1.54154 -0.46105 0.52381
N -1.75637 0.69666 -0.49364
H 2.60200 -0.12061 0.19925
H 1.83252 -1.66471 0.18651
H -0.59930 -1.00006 -1.57743
H -2.40339 -1.20583 0.38518
H -1.16249 -0.34550 1.61718
H -1.26591 1.57199 -0.09292
```

SMILES = [H]/N=C(\N)[C@H]1CN1
HOMO-LUMO gap = 0.375 Ha

Partial charges, Mulliken, in e: H 0.200; N -0.678; C 0.492; N -0.517; C -0.105; C -0.440; N -0.628; H 0.208; H 0.254; H 0.381; H 0.250; H 0.226; H 0.356



<C>
# C3H7N3

One molecule with the formula C3H7N3 (wB97M-V/def2-TZVPD, the Open Molecules 2025 dataset).

```
13
C3H7N3 (wB97M-V/def2-TZVPD)
N 1.66837 0.74875 0.11230
N 1.63504 -0.56427 -0.20765
C 0.48354 -1.01437 -0.01687
C -0.65089 -0.33255 0.44026
C -1.97679 -0.19778 -0.23190
N -0.98946 1.02108 -0.19531
H 0.81503 1.32300 0.06801
H 2.59066 1.32992 -0.20921
H 0.36340 -2.16342 -0.16217
H -0.92476 -0.62696 1.44565
H -2.08425 -0.38893 -1.27235
H -2.88340 -0.35623 0.48452
H -1.20948 1.71190 0.53117
```

SMILES = N/N=C\[C@@H]1CN1
HOMO-LUMO gap = 0.343 Ha

Partial charges, Mulliken, in e: N -0.340; N -0.428; C -0.171; C 0.088; C -0.382; N -0.634; H 0.286; H 0.241; H 0.287; H 0.275; H 0.309; H 0.228; H 0.241



Of them, <B> has the highest stability.